Entry 1:
10
Properties=species:S:1:pos:R:3:forces:R:3 method="wB97M-V/def2-TZVPD" fmax_ev_per_a=10.2 homo_ev="-11.931 / -16.492" e_above_lowest_kj_mol=368.5 spin_multiplicity=3 lumo_energy_ha="-0.1454 / -0.2931" charge=+1
C -1.221 0.679 0.148 -0.79 10.16 1.02
C 0.191 0.660 -0.453 -4.06 0.84 1.54
C -0.072 -0.845 -0.293 -1.85 -6.39 -3.84
N -1.396 -0.589 0.148 1.58 -6.40 -1.87
N 0.898 -0.209 0.505 4.58 -0.60 1.81
H -2.030 1.445 0.554 2.42 -1.42 -0.98
H 0.853 1.194 -1.084 -0.08 0.62 -0.90
H 0.133 -1.793 -1.181 -0.22 2.94 3.40
H 1.897 -0.433 0.082 -2.21 0.48 1.93
H 0.747 -0.109 1.574 0.63 -0.24 -2.11

Entry 2:
12
Properties=species:S:1:pos:R:3:forces:R:3 method="wB97M-V/def2-TZVPD" fmax_ev_per_a=3.0 homo_ev=-2.489 e_above_lowest_kj_mol=225.8 smiles="N/C([O-])=C/CN=O" lumo_energy_ha=0.1555 charge=-1
C 0.221 -1.180 0.144 0.98 1.50 -0.16
C 0.079 1.337 0.490 0.29 -0.99 0.47
C -0.185 0.078 -0.458 0.34 1.46 0.81
N -0.490 2.812 0.793 0.43 -1.66 -2.41
N 0.256 -2.218 -0.900 0.40 -0.44 1.33
O -1.176 3.318 -0.065 0.48 -0.49 0.80
O 0.669 -1.401 1.334 -1.32 0.10 -2.58
H -0.243 0.985 1.444 -0.39 -0.62 1.14
H 1.176 1.323 0.730 -0.50 1.06 -0.29
H -0.054 0.278 -1.553 -0.21 -0.67 1.13
H -0.595 -2.160 -1.415 -0.51 0.10 -0.49
H 0.342 -3.174 -0.544 0.03 0.64 0.24

Entry 3:
13
Properties=species:S:1:pos:R:3:forces:R:3 method="wB97M-V/def2-TZVPD" fmax_ev_per_a=6.5 homo_ev="-14.019 / -14.070" e_above_lowest_kj_mol=875.3 lumo_energy_ha="-0.3312 / -0.3310" charge=+1
C -0.111 0.295 0.122 3.07 3.66 1.08
C -0.658 -1.729 -1.109 1.58 1.96 2.56
C -0.728 1.512 -0.391 -1.12 1.63 1.03
N 1.316 0.289 3.002 -1.33 -0.40 -5.01
N -0.041 -1.017 -0.171 -1.03 -1.15 -0.02
O 2.539 0.248 0.780 1.77 0.39 -2.60
O 0.680 -1.536 0.810 0.12 -1.98 0.07
S 1.333 0.139 1.470 -2.75 0.14 5.94
H -0.785 -2.733 -0.868 0.07 -1.85 -0.32
H -0.855 -1.168 -1.961 -1.18 0.53 -1.55
H -1.882 1.551 -0.226 1.84 -0.11 -0.18
H -0.571 1.630 -1.448 -0.10 -0.48 -1.00
H -0.237 2.518 -0.012 -0.94 -2.35 -0.01

Entry 4:
13
Properties=species:S:1:pos:R:3:forces:R:3 method="wB97M-V/def2-TZVPD" fmax_ev_per_a=1.8 homo_ev=-14.258 e_above_lowest_kj_mol=281.9 lumo_energy_ha=-0.1687 charge=+1
C 1.505 -1.109 0.089 0.97 0.17 0.46
C -0.928 0.491 -0.177 0.35 0.13 -0.47
C -0.909 -1.032 -0.255 -1.61 0.81 0.29
N 0.108 0.980 0.722 -1.07 -0.69 0.17
N 1.214 1.575 0.284 1.09 1.07 -0.48
O 2.555 -0.940 0.456 0.42 0.04 0.21
O 1.450 1.472 -0.898 -0.45 -0.29 0.63
O 0.481 -1.476 -0.388 -0.36 -1.10 -0.98
H -0.707 0.924 -1.163 -0.20 -0.16 0.24
H -1.913 0.820 0.155 0.03 -0.06 0.00
H -1.309 -1.517 0.641 0.31 0.00 -0.15
H -1.421 -1.409 -1.144 0.33 -0.02 0.17
H -0.127 1.220 1.677 0.19 0.10 -0.08

Entry 5:
13
Properties=species:S:1:pos:R:3:forces:R:3 method="wB97M-V/def2-TZVPD" fmax_ev_per_a=7.2 homo_ev=-14.063 e_above_lowest_kj_mol=450.3 lumo_energy_ha=-0.1998 charge=+1
C -0.222 1.677 0.822 -4.41 4.54 -3.52
C 0.423 -0.826 -0.331 -4.58 -2.10 1.89
C 0.998 -0.486 1.036 2.47 2.49 -0.47
N -0.956 -0.004 -0.536 1.85 -2.41 3.25
N -1.462 -0.047 -1.794 -2.16 0.15 -0.56
O -0.833 2.538 0.371 1.26 -0.37 0.56
O -0.741 0.372 -2.605 1.42 0.24 -1.40
O 0.308 0.915 1.499 2.69 -4.05 3.47
H 1.199 -0.765 -1.028 0.49 0.73 -1.61
H -0.018 -1.888 -0.331 1.26 1.29 0.07
H 0.994 -1.113 1.974 -0.36 0.77 -1.29
H 1.998 0.076 0.810 -1.32 -1.89 1.00
H -1.688 -0.449 0.114 1.39 0.60 -1.39

Entry 6:
14
Properties=species:S:1:pos:R:3:forces:R:3 method="wB97M-V/def2-TZVPD" fmax_ev_per_a=5.2 homo_ev=-5.631 e_above_lowest_kj_mol=101.9 lumo_energy_ha=0.1352 charge=-1
C 1.232 -0.745 -0.129 2.65 3.59 0.01
C 1.110 0.061 1.092 -0.40 -0.83 0.87
C 1.709 0.203 -1.052 -1.37 -4.70 -1.88
N 1.455 1.384 0.680 -0.18 0.59 2.41
N 1.769 1.442 -0.536 0.28 0.67 -0.18
O -3.782 -0.387 0.061 2.06 0.89 -0.48
O -1.600 0.179 1.112 -1.57 -0.02 -1.87
O -2.126 1.035 -1.207 -0.37 0.33 0.64
S -2.377 0.031 -0.194 -0.10 -1.85 1.05
H 1.173 -1.773 -0.205 -0.39 -1.79 -0.37
H -1.753 -1.068 -0.807 -0.54 0.49 0.74
H -0.110 -0.023 1.129 0.65 0.91 0.03
H 1.419 -0.241 2.202 -0.56 0.63 -2.65
H 1.882 -0.098 -2.144 -0.16 1.10 1.68